Arrangement 1

The ion C4H10NOS with charge +1, computed with ωB97M-V/def2-TZVPD.

Each line ends with the natural charge from an NBO analysis.
Atoms and positions in Å:
C  1.61173  0.55482  -0.57759  -0.518
C  1.81731  0.26534  0.83830  0.031
C  0.36505  -0.14960  -1.18057  -0.584
C  -2.04638  -1.15920  0.09136  -0.872
N  -0.28990  0.33634  1.38784  -1.015
O  -1.66206  1.46887  -0.46588  -0.868
S  -1.03310  0.24748  -0.03180  1.984
H  1.43032  1.64550  -0.61850  0.258
H  2.41977  0.24805  -1.12340  0.286
H  1.87321  -0.75491  1.30989  0.238
H  2.31388  0.94228  1.52811  0.233
H  0.17833  0.42929  -2.20892  0.297
H  0.28142  -1.17183  -1.27667  0.238
H  -2.68098  -1.25624  -0.68010  0.273
H  -2.79810  -0.81144  0.83137  0.295
H  -1.48699  -2.09214  0.30214  0.285
H  -0.29349  1.25738  1.87441  0.439

Properties
E_HOMO = -15.06 eV
Frontier orbital gap = 9.9977 eV
Total charge = +1
Multiplicity = 1

Arrangement 2

A cluster of 2 separate species, C4H10NOS in total, computed with ωB97M-V/def2-TZVPD.

Each line ends with the natural charge from an NBO analysis.
Atoms and positions in Å:
C  2.02180  -0.32287  -0.15296  -0.255
C  1.67363  0.97452  0.46339  -0.246
C  -2.40540  0.79805  -0.91029  -0.754
C  -1.25162  -0.98142  0.77369  0.183
N  1.30419  -0.26783  1.10382  -0.632
O  -1.10793  -1.63718  -0.33590  -0.594
S  -1.95647  0.52294  0.82313  0.529
H  1.44076  -0.67444  -0.99658  0.191
H  3.05336  -0.64727  -0.16257  0.220
H  2.45831  1.57876  0.89764  0.222
H  0.85004  1.54707  0.05970  0.188
H  -3.00147  1.70588  -0.93537  0.269
H  -2.99020  -0.04426  -1.26402  0.258
H  -1.51189  0.92161  -1.51350  0.253
H  -0.94902  -1.39507  1.72706  0.248
H  1.84917  -0.50937  1.92443  0.384
H  -0.71407  -2.52208  -0.24382  0.536

Properties
E_HOMO = -13.65 eV
Frontier orbital gap = 8.9679 eV
Total charge = +1
Multiplicity = 1

Most stable structure - arrangement 2; separation to the second - 50.6 kcal/mol.

Arrangement 1

The molecule C10H14N2S, computed with ωB97M-V/def2-TZVPD.

Each line ends with the natural charge from an NBO analysis.
Atoms and positions in Å:
C  1.60931  3.09421  3.39928  -0.622
C  1.58358  2.48812  2.05929  -0.523
S  0.14025  1.45079  1.86000  0.235
C  0.32682  0.87465  0.22543  0.272
N  1.39701  1.04932  -0.40503  -0.488
C  1.46066  0.73032  -1.84539  -0.452
N  -0.90369  0.37263  -0.30363  -0.651
C  -0.98822  -0.91775  -0.79633  0.170
C  0.04046  -1.89064  -0.69136  -0.278
C  -0.09156  -3.14891  -1.22929  -0.177
C  -1.27971  -3.52205  -1.88971  -0.251
C  -2.32088  -2.61467  -2.01207  -0.192
C  -2.21715  -1.29808  -1.43950  -0.252
H  2.49682  3.68885  3.62484  0.224
H  0.81208  3.84976  3.50529  0.210
H  1.47848  2.34210  4.18035  0.213
H  2.46963  1.89620  1.87429  0.233
H  1.46363  3.22696  1.28104  0.223
H  0.44570  0.80583  -2.26140  0.200
H  2.26302  1.38179  -2.21452  0.211
H  1.82619  -0.28497  -2.05521  0.204
H  -1.71109  0.64972  0.24101  0.403
H  0.98147  -1.54855  -0.27920  0.224
H  0.73171  -3.87950  -1.12518  0.217
H  -1.42659  -4.56321  -2.20597  0.216
H  -3.23684  -2.93018  -2.50152  0.215
H  -3.03127  -0.57232  -1.54525  0.215

Properties
E_HOMO = -8.30 eV
Frontier orbital gap = 9.1199 eV
Total charge = 0
Multiplicity = 1

Arrangement 2

The molecule C10H14N2S, computed with ωB97M-V/def2-TZVPD.

Each line ends with the natural charge from an NBO analysis.
Atoms and positions in Å:
C  -4.04866  -1.60643  0.84774  -0.415
N  -3.42252  -0.30699  0.21105  -0.640
C  -2.06744  -0.07523  -0.03891  0.315
N  -1.16855  -0.96337  -0.28736  -0.537
C  0.20128  -0.48730  -0.32448  0.126
C  0.93371  -1.11644  -1.41644  -0.237
C  2.34131  -1.18315  -1.48359  -0.225
C  3.07545  -0.65887  -0.33914  -0.245
C  2.33964  -0.02479  0.69427  -0.028
C  3.10023  0.86946  1.71780  -0.643
C  0.86938  -0.05275  0.82473  -0.258
S  -2.06149  1.68940  -0.25584  0.130
C  -0.35835  2.26012  -1.23787  -0.675
H  -3.46501  -2.05127  1.60052  0.216
H  -5.26955  -1.31345  1.03916  0.219
H  -3.93438  -2.39879  -0.00754  0.206
H  -4.07521  0.31194  -0.18459  0.399
H  -0.08374  -1.23605  -2.15636  0.241
H  2.74503  -1.75592  -2.36381  0.231
H  4.26198  -0.72883  -0.30512  0.229
H  3.13298  0.50777  2.91422  0.224
H  4.29978  0.74974  1.38284  0.215
H  2.67293  1.98855  1.69845  0.229
H  0.25033  0.26054  1.72571  0.234
H  0.53786  2.35664  -0.66260  0.217
H  -0.53091  3.43286  -1.43792  0.231
H  -0.27607  1.53259  -2.15489  0.244

Properties
E_HOMO = -8.10 eV
Frontier orbital gap = 8.7542 eV
Total charge = 0
Multiplicity = 1

Most stable structure - arrangement 1; separation to the second - 106.4 kcal/mol.

Arrangement 1

A structure of composition C7H15NO2, computed with ωB97M-V/def2-TZVPD.

Each line ends with the natural charge from an NBO analysis.
Atoms and positions in Å:
C  0.71371  1.20003  0.18739  0.137
C  0.72909  1.62265  -1.27228  -0.648
C  -0.14488  2.09945  1.04952  -0.644
N  1.99057  1.03265  0.75711  -0.848
H  0.16048  -0.12584  -0.13948  0.209
H  2.11225  0.20067  1.32667  0.395
H  2.73935  1.05713  0.07318  0.367
H  -0.28378  1.65488  -1.67008  0.232
H  -1.15462  2.17023  0.64884  0.210
H  1.30974  0.91495  -1.86929  0.210
H  1.19307  2.60679  -1.38409  0.217
H  0.26966  3.11172  1.05541  0.226
H  -0.17367  1.74346  2.07936  0.222
C  0.21801  -2.73926  -1.32678  -0.760
C  -1.87421  -0.59517  1.22110  -0.705
C  -0.47722  -0.93662  0.77533  0.381
C  -0.72603  -1.61663  -1.02253  0.549
O  0.30649  -1.59442  1.44988  -0.648
O  -1.59442  -1.19511  -1.72788  -0.546
H  0.84831  -2.44293  -2.16821  0.240
H  0.86521  -2.93878  -0.47420  0.251
H  -2.33712  0.09821  0.52040  0.231
H  -2.49076  -1.49475  1.25532  0.246
H  -1.85775  -0.19153  2.23311  0.226
H  -0.34148  -3.64177  -1.57777  0.247

Properties
E_HOMO = -7.53 eV
Frontier orbital gap = 8.0147 eV
Total charge = 0
Multiplicity = 1

Arrangement 2

The molecule C7H15NO2, computed with ωB97M-V/def2-TZVPD.

Each line ends with the natural charge from an NBO analysis.
Atoms and positions in Å:
C  0.27880  2.29790  0.33221  -0.747
C  0.89191  0.98585  -0.06723  0.651
O  2.07538  0.75199  0.03768  -0.576
C  -0.06956  -0.02786  -0.74738  -0.196
C  -1.03633  0.65546  -1.71759  -0.603
C  0.74668  -1.06581  -1.52251  -0.599
C  -0.83193  -0.67183  0.42654  0.106
O  -1.95436  0.11104  0.75530  -0.731
C  0.05286  -0.84996  1.77026  -0.240
N  1.23649  -1.66471  1.71322  -0.832
H  -0.69776  2.14029  0.78276  0.249
H  0.94040  2.80979  1.02752  0.234
H  0.14354  2.91246  -0.55601  0.243
H  -0.47743  1.20675  -2.47098  0.209
H  -1.63712  -0.10198  -2.21777  0.217
H  -1.70994  1.33296  -1.20497  0.231
H  1.21155  -0.58555  -2.38111  0.217
H  1.54229  -1.49046  -0.91786  0.224
H  0.10279  -1.86942  -1.87538  0.206
H  -1.14759  -1.68452  0.12786  0.158
H  -2.36800  -0.25802  1.54345  0.476
H  -0.63778  -1.32577  2.48066  0.177
H  0.30535  0.11429  2.21715  0.198
H  1.05699  -2.54237  1.23852  0.351
H  1.98278  -1.18053  1.22565  0.378

Properties
E_HOMO = -8.94 eV
Frontier orbital gap = 9.6498 eV
Total charge = 0
Multiplicity = 1

Arrangement 3

A cluster of 3 separate species, C7H15NO2 in total, computed with ωB97M-V/def2-TZVPD.

Each line ends with the natural charge from an NBO analysis.
Atoms and positions in Å:
C  1.72759  -2.99492  0.54733  -0.355
C  0.80856  -2.75129  -0.34681  -0.248
C  0.58264  -1.45249  -0.95061  -0.219
C  1.14734  -0.44840  -0.38142  -0.186
C  0.90169  0.88500  -0.85704  -0.245
N  -0.16725  1.43219  -0.11087  -0.663
C  0.03793  2.67808  0.50679  0.025
C  -0.53638  3.02536  1.65250  -0.512
H  2.16498  -2.22667  1.28381  0.192
H  2.17157  -3.94194  0.59357  0.203
H  0.34792  -3.55656  -1.02176  0.204
H  -0.24441  -1.35747  -1.77153  0.209
H  1.90529  -0.59742  0.34436  0.210
H  0.73010  0.99592  -2.00976  0.173
H  1.80105  1.53227  -0.89094  0.203
H  -0.65106  0.81952  0.49023  0.409
H  0.85769  3.20438  -0.13471  0.192
H  -1.04416  2.43345  2.37321  0.211
H  -0.49231  4.00511  2.05313  0.205
O  -1.65200  -1.03202  1.52801  -0.943
H  -1.28029  -1.44485  0.74538  0.472
H  -2.57960  -0.89910  1.22272  0.479
O  -2.56054  0.50191  -1.45937  -0.955
H  -1.78881  1.01473  -1.13909  0.482
H  -2.18754  0.17522  -2.26711  0.456

Properties
E_HOMO = -8.29 eV
Frontier orbital gap = 8.6533 eV
Total charge = 0
Multiplicity = 1

Arrangement 4

The molecule C7H15NO2, computed with ωB97M-V/def2-TZVPD.

Each line ends with the natural charge from an NBO analysis.
Atoms and positions in Å:
C  -1.70472  -2.05397  -0.36798  -0.734
C  -1.66389  -0.58056  -0.69287  0.597
O  -1.88007  -0.15824  -1.80157  -0.557
C  -1.39216  0.37456  0.47579  -0.157
N  -2.34175  1.47790  0.49388  -0.812
C  0.01623  0.97015  0.31542  -0.391
C  1.08800  -0.01227  -0.17664  -0.252
C  1.63421  -0.88892  0.94888  -0.607
C  2.21148  0.77655  -0.89179  -0.052
O  2.39716  2.08688  -0.41831  -0.710
H  -1.15091  -2.28902  0.54352  0.217
H  -1.31508  -2.63108  -1.20800  0.239
H  -2.75391  -2.33871  -0.22549  0.246
H  -1.48049  -0.16130  1.42575  0.191
H  -2.32586  1.94326  -0.40859  0.368
H  -3.28407  1.13237  0.64260  0.356
H  -0.05856  1.77590  -0.41441  0.228
H  0.31270  1.41421  1.26300  0.213
H  0.64970  -0.67185  -0.93078  0.203
H  2.32383  -1.63022  0.55129  0.212
H  2.16336  -0.28626  1.68719  0.197
H  0.82581  -1.41314  1.45692  0.203
H  3.15106  0.20871  -0.83891  0.157
H  1.94908  0.90381  -1.94501  0.184
H  2.62885  2.05125  0.51611  0.460

Properties
E_HOMO = -9.13 eV
Frontier orbital gap = 9.9088 eV
Total charge = 0
Multiplicity = 1

Most stable structure - arrangement 2; separation to the second - 3.1 kcal/mol.

Arrangement 1

The molecule C3H9NO, computed with ωB97M-V/def2-TZVPD.

Each line ends with the natural charge from an NBO analysis.
Atoms and positions in Å:
C  0.47293  -0.96491  -1.52468  -0.630
C  0.17447  0.39788  -0.92078  -0.230
N  -0.89046  0.33884  0.06644  -0.628
C  -0.45734  0.01807  1.38564  0.090
O  0.18799  1.16393  1.98769  -0.755
H  0.57427  -0.94122  -2.60438  0.211
H  1.42213  -1.37448  -1.16550  0.201
H  -0.30444  -1.69747  -1.33232  0.218
H  -0.16353  1.06684  -1.71148  0.194
H  1.09943  0.81223  -0.53669  0.182
H  -1.37201  1.23088  0.09775  0.366
H  -1.31581  -0.25760  1.99763  0.159
H  0.27828  -0.79586  1.31802  0.155
H  0.29408  1.00289  2.94267  0.467

Properties
E_HOMO = -9.22 eV
Frontier orbital gap = 10.1996 eV
Total charge = 0
Multiplicity = 1

Arrangement 2

The molecule C3H9NO, computed with ωB97M-V/def2-TZVPD.

Each line ends with the natural charge from an NBO analysis.
Atoms and positions in Å:
C  -0.06590  1.04621  1.45313  -0.424
N  -0.79921  0.05857  0.69064  -0.624
C  0.02902  -0.89890  0.00492  -0.239
C  0.38936  -0.32160  -1.27442  -0.088
O  -0.77214  -0.06513  -2.04052  -0.679
H  0.77363  0.60842  2.05049  0.159
H  -0.75941  1.47897  2.31326  0.204
H  0.40375  1.90576  0.87023  0.195
H  -1.46398  -0.42469  1.31948  0.362
H  0.96129  -1.09368  0.64284  0.162
H  -0.57824  -1.82003  -0.09430  0.205
H  1.10146  -0.96913  -1.78629  0.156
H  0.97828  0.58660  -1.11435  0.155
H  -0.19793  -0.09137  -3.03512  0.456

Properties
E_HOMO = -8.75 eV
Frontier orbital gap = 9.5816 eV
Total charge = 0
Multiplicity = 1

Arrangement 3

The molecule C3H9NO, computed with ωB97M-V/def2-TZVPD.

Each line ends with the natural charge from an NBO analysis.
Atoms and positions in Å:
C  -1.16595  1.89188  0.30256  -0.245
O  -0.27864  1.03919  -0.37689  -0.533
C  -0.46773  -0.31438  0.00874  -0.065
C  0.60014  -1.21187  -0.57394  -0.234
N  1.90854  -0.88726  -0.02828  -0.824
H  -0.96044  2.92589  0.03548  0.194
H  -1.06814  1.82787  1.39642  0.161
H  -2.20415  1.63265  0.03551  0.159
H  -1.45196  -0.63541  -0.32829  0.166
H  -0.42340  -0.38943  1.09318  0.155
H  0.31936  -2.26812  -0.40673  0.166
H  0.61450  -1.04083  -1.65209  0.197
H  1.95556  -1.10498  0.96689  0.347
H  2.62230  -1.46521  -0.47256  0.356

Properties
E_HOMO = -9.26 eV
Frontier orbital gap = 10.4056 eV
Total charge = 0
Multiplicity = 1

Most stable structure - arrangement 1; separation to the second - 6.4 kcal/mol.